1.
The following is a quantum chemistry calculation of a cluster of 2 separate species, C3H10S in total in a non-equilibrium geometry, from the OMol25 dataset.

HOMO-LUMO gap   10.7 eV

```
! wB97M-V def2-TZVPD RIJCOSX def2/J DEFGRID3
* xyz 0 1
C -1.357 -0.626 -0.386
H -0.666 -1.501 -0.686
H -2.355 1.763 0.692
C -1.489 1.901 -0.008
H -1.861 2.199 -1.025
H -2.047 -0.614 -1.300
H 0.117 0.698 0.685
H 0.028 0.775 -1.111
H 4.053 -2.984 1.315
C -0.616 0.699 -0.157
H 4.888 -1.637 1.016
H -1.883 -1.111 0.341
H -0.984 2.839 0.464
S 4.174 -2.402 0.159
*
```

Atom charges from the natural (NBO) analysis, given in e for atoms 1 to 2: C -0.609; H 0.207

---

2.
The following is a quantum chemistry calculation of a structure of composition ClH10LiO5 in a non-equilibrium geometry, from the OMol25 dataset.

HOMO-LUMO gap   8.9 eV

```
! wB97M-V def2-TZVPD RIJCOSX def2/J DEFGRID3
* xyz 0 1
H 1.464 0.343 2.818
O 1.881 -0.093 2.068
O 2.319 -0.587 -1.769
H 0.113 2.006 -0.129
O -3.404 1.305 -1.212
H 1.834 -0.266 -0.997
O 0.269 -3.517 0.269
H 1.167 -0.224 1.417
H 0.793 -3.244 1.030
H -2.553 0.839 -1.105
O 0.348 2.948 -0.146
H -0.080 -2.691 -0.097
H 0.266 3.206 -1.070
H -4.047 0.762 -0.748
H 2.366 0.171 -2.360
Cl -0.715 -0.225 0.026
Li -2.021 -0.732 2.005
*
```

Atom charges from the natural (NBO) analysis, given in e for atoms 1 to 2: H 0.458; O -0.951

---

3.
The following is a quantum chemistry calculation of the molecule C4H3I2NS in a non-equilibrium geometry, from the OMol25 dataset.

HOMO-LUMO gap (spin up / spin down)   8.4 / 8.4 eV

```
! wB97M-V def2-TZVPD RIJCOSX def2/J DEFGRID3
* xyz 0 1
H 1.642 1.204 0.801
H 0.246 1.563 1.867
I -1.222 -1.188 -3.506
C -1.056 -1.018 -1.472
C -0.160 -0.022 0.553
I 0.933 1.606 -1.986
C 0.048 0.135 -0.752
C 0.817 0.731 1.428
N -0.896 -1.042 1.004
H 1.250 -0.037 2.243
S -1.603 -1.931 -0.181
*
```

Atom charges from the natural (NBO) analysis, given in e for atoms 1 to 2: H 0.229; H 0.230

---

4.
The following is a quantum chemistry calculation of a structure of composition C6H11N in a non-equilibrium geometry, from the OMol25 dataset.

HOMO-LUMO gap   9.8 eV

```
! wB97M-V def2-TZVPD RIJCOSX def2/J DEFGRID3
* xyz 0 1
H -0.705 -0.646 1.697
H 0.002 -0.187 -2.371
H -0.331 -2.262 0.977
C 0.272 -0.771 -1.535
H -1.856 2.047 0.574
H -0.275 2.645 0.664
H -0.655 1.284 1.695
C -0.738 1.700 0.707
C 1.200 -0.463 0.627
C -0.259 -1.153 0.834
N -0.430 0.828 -0.518
H 1.693 0.985 -1.188
H -1.785 -0.849 -0.717
H 0.460 -1.849 -1.919
C -0.823 -0.604 -0.526
H 1.542 0.236 1.379
H 1.835 -1.231 0.370
C 0.854 0.289 -0.750
*
```

Atom charges from the natural (NBO) analysis, given in e for atoms 1 to 2: H 0.201; H 0.223

---

5.
The following is a quantum chemistry calculation of the molecule C5H6N2O in a non-equilibrium geometry, from the OMol25 dataset.

HOMO-LUMO gap   8.5 eV

```
! wB97M-V def2-TZVPD RIJCOSX def2/J DEFGRID3
* xyz 0 1
H 1.302 1.694 -1.669
H -1.785 1.423 0.850
C 0.760 -1.816 0.779
H -1.182 -1.854 1.483
C -0.579 -1.204 1.006
H -2.557 1.026 -0.418
C -0.599 -0.097 0.303
H 1.245 -1.877 1.769
H 0.907 -2.765 0.476
C -1.577 0.935 -0.020
N 0.610 0.245 -0.282
C 0.446 1.426 -1.056
N -0.821 1.792 -0.839
O 1.604 -0.920 -0.090
*
```

Atom charges from the natural (NBO) analysis, given in e for atoms 1 to 2: H 0.227; H 0.230

---

6.
The following is a quantum chemistry calculation of a structure of composition C3H3Br2F in a non-equilibrium geometry, from the OMol25 dataset.

HOMO-LUMO gap (spin up / spin down)   6.4 / 9.7 eV

```
! wB97M-V def2-TZVPD RIJCOSX def2/J DEFGRID3
* xyz 0 1
F -3.608 -0.079 -1.873
Br -2.684 -1.596 -0.010
C -3.150 0.150 -0.633
Br -4.478 1.049 0.385
H 1.459 -0.799 0.546
H -0.290 1.772 -0.135
C 0.233 0.875 -0.075
C 0.404 -0.370 0.142
H -0.381 -1.123 -0.186
*
```

Atom charges from the natural (NBO) analysis, given in e for atoms 1 to 2: F -0.341; Br 0.083

---

7.
The following is a quantum chemistry calculation of a structure of composition C3H9Cl2NP in a non-equilibrium geometry, from the OMol25 dataset.

HOMO-LUMO gap   10.1 eV

```
! wB97M-V def2-TZVPD RIJCOSX def2/J DEFGRID3
* xyz 1 1
H -0.052 -0.457 2.341
Cl -2.184 -1.530 -0.085
H -1.739 -0.012 2.607
H 0.667 -0.520 -2.518
P -1.103 0.011 0.244
H 2.227 0.451 -0.009
H 1.614 -1.671 -1.429
H 0.695 1.613 0.239
H 1.421 1.311 -1.285
N 0.311 -0.321 -0.439
C 0.617 -1.174 -1.608
Cl -2.220 1.804 -0.418
H -0.458 1.358 2.418
C -0.834 0.265 2.080
H -0.112 -1.923 -1.836
C 1.150 0.794 -0.303
*
```

Atom charges from the natural (NBO) analysis, given in e for atoms 1 to 2: H 0.275; Cl -0.084

---

8.
The following is a quantum chemistry calculation of a cluster of 2 separate species, C6H17N2 in total in a non-equilibrium geometry, from the OMol25 dataset.

HOMO-LUMO gap (spin up / spin down)   9.6 / 7.8 eV

```
! wB97M-V def2-TZVPD RIJCOSX def2/J DEFGRID3
* xyz 0 2
H -2.480 0.643 1.367
C 3.501 -0.610 0.411
C -2.744 -0.356 0.991
C 2.120 -0.449 1.038
H 2.043 -0.987 1.982
H -3.555 -0.020 -1.011
H -0.311 -0.299 1.885
H -1.365 -0.221 -0.468
H 3.607 0.081 -0.432
H -4.698 0.472 0.321
N -1.591 -0.871 0.275
C -3.899 -0.202 0.004
H -3.029 -0.994 1.831
H 1.767 5.306 -5.448
H -0.266 -1.986 1.485
C -0.358 -0.992 1.024
C 0.932 -0.714 0.127
H 2.083 5.710 -4.914
H 3.639 -1.585 -0.070
H -4.452 -1.150 -0.093
H 1.118 0.347 -1.613
H 2.022 0.621 1.285
H 1.068 -1.652 -0.441
H 4.238 -0.469 1.192
N 0.611 0.376 -0.728
*
```

Atom charges from the natural (NBO) analysis, given in e for atoms 1 to 2: H 0.157; C -0.606

---

9.
The following is a quantum chemistry calculation of a structure of composition CBrF2I in a non-equilibrium geometry, from the OMol25 dataset.

HOMO-LUMO gap (spin up / spin down)   7.3 / 8.3 eV

```
! wB97M-V def2-TZVPD RIJCOSX def2/J DEFGRID3
* xyz 0 1
C -0.475 -0.015 0.436
I 1.378 0.633 0.153
Br -1.956 0.831 -0.304
F 1.805 -0.592 -1.701
F -0.752 -0.857 1.416
*
```

Atom charges from the natural (NBO) analysis, given in e for atoms 1 to 2: C -0.035; I 0.847

---

10.
The following is a quantum chemistry calculation of a structure of composition C3H4O3Y in a non-equilibrium geometry, from the OMol25 dataset.

HOMO-LUMO gap   6.7 eV

```
! wB97M-V def2-TZVPD RIJCOSX def2/J DEFGRID3
* xyz 1 1
H 3.769 1.154 0.042
C 0.069 -0.931 -0.343
Y 2.247 1.326 1.163
O -1.372 -1.062 -0.435
H 0.397 -1.609 0.458
H 0.518 -1.242 -1.293
C 0.259 0.543 -0.041
C -1.934 -0.070 0.261
O -3.108 -0.033 0.542
H 0.189 1.099 -0.993
O -1.034 0.825 0.639
*
```

Atom charges from the natural (NBO) analysis, given in e for atoms 1 to 2: H -0.518; C -0.124

---

11.
The following is a quantum chemistry calculation of a cluster of 5 separate species, C31H72BClN2O18S in total in a non-equilibrium geometry, from the OMol25 dataset.

HOMO-LUMO gap   8.9 eV

```
! wB97M-V def2-TZVPD RIJCOSX def2/J DEFGRID3
* xyz 0 1
H 3.508 -7.833 -1.270
C -0.200 -0.240 -1.852
H -4.129 1.667 8.547
C 1.090 2.353 -2.726
C -6.191 4.643 8.062
O 4.434 -2.926 -0.853
C -0.564 -0.940 -3.159
C 7.213 2.769 -7.619
C -3.202 -1.095 0.305
C 8.648 1.630 -4.277
H 4.169 -1.308 -2.124
C -3.777 -2.980 4.597
H 5.834 -1.861 -1.857
H 5.549 0.463 -6.784
H -5.324 -0.144 -0.759
H -0.220 1.879 -4.419
H -9.017 3.817 4.951
H 5.222 -8.243 -1.545
H -2.953 -2.372 4.986
H 0.377 2.445 -1.907
O -3.392 0.243 2.381
H 8.667 3.078 -2.717
O -5.774 1.706 7.274
H -5.769 5.431 8.691
H -3.807 1.805 6.810
O 0.642 0.406 0.494
O -2.880 -3.452 -4.603
H -5.856 -0.878 4.395
H -8.341 2.445 9.267
H -9.324 5.040 6.195
H -4.391 -3.329 5.434
H -5.057 0.992 3.191
C 3.540 -4.708 -3.192
O 8.151 0.356 -4.641
H 3.220 -4.650 -4.235
H 5.971 2.832 -1.206
O 1.138 2.678 1.026
C 1.655 0.286 -0.397
C 0.409 2.687 -4.051
H 1.149 2.919 -4.815
H 4.732 -7.386 -0.069
C -7.627 2.711 8.483
H 2.517 -2.180 -1.088
O 2.358 -4.477 -2.447
H -5.137 -1.666 -1.672
H -6.362 -1.534 -0.394
C 8.086 2.186 -2.988
S -2.828 -2.035 -4.431
H 1.403 -4.306 -0.707
H 2.885 -2.908 0.492
C -4.827 -0.927 4.015
H -2.475 -1.776 -0.163
H -7.282 0.640 8.168
O -1.916 -1.440 -5.584
O 4.745 -6.229 -1.729
H 8.214 1.442 -2.194
H 2.937 -5.157 -0.562
H -5.376 -0.290 2.028
H -3.225 -0.164 -0.277
C 1.841 1.015 -2.609
H 6.100 0.618 -4.373
O -4.468 -1.717 0.298
H -5.360 4.033 7.703
H -1.760 -2.607 -2.417
C -4.446 1.330 7.555
N 0.046 1.250 2.731
H 4.993 -0.941 -0.585
H 9.716 1.471 -4.111
H 6.546 2.773 -8.489
H 0.857 3.348 1.658
H -2.436 -0.771 -6.056
H 2.829 1.208 -2.207
O 6.586 2.209 -6.489
C 4.159 -6.074 -3.008
C -6.680 1.540 8.349
O 2.804 0.307 -0.076
N 1.237 0.034 -1.706
C 5.895 2.150 -2.060
O 6.726 2.551 -3.124
H -4.322 0.243 7.486
H -6.141 1.404 9.293
C 4.871 -1.688 -1.373
C 3.046 -3.000 -0.592
H 4.869 2.162 -2.429
C 2.444 -4.311 -1.043
O -4.033 -1.252 -4.403
C 4.539 -7.489 -1.136
H 0.492 1.925 3.347
C -5.357 -1.237 -0.688
H 7.279 0.381 -7.181
H -8.195 2.858 7.561
C -8.628 4.724 5.412
H -6.163 6.010 6.439
H -0.825 0.649 -1.728
H 8.547 2.354 -5.089
H -4.154 -0.589 4.811
C -1.892 -1.673 -2.960
H -3.355 -3.846 4.089
C -2.703 -0.791 1.700
H 1.838 3.128 -2.553
H -8.567 5.508 4.649
H -2.638 -1.698 2.303
C -6.888 5.336 6.914
H 4.278 -3.919 -3.032
H 4.941 -6.193 -3.770
O -4.545 -2.267 3.654
Cl 2.200 0.259 -4.196
H 6.130 1.131 -1.734
H -7.712 5.942 7.306
H -0.217 3.570 -3.926
H -0.936 1.526 2.725
H -1.685 -0.410 1.585
H -0.693 -0.203 -3.946
C 6.817 0.228 -5.100
H 3.396 -6.841 -3.179
B 0.634 1.458 1.392
H -2.553 -1.037 -2.369
H 0.225 -1.611 -3.490
C -4.714 0.015 2.841
H 6.655 -0.850 -5.169
H 7.472 3.799 -7.374
H 8.132 2.233 -7.877
O -7.358 4.419 5.943
C 6.550 0.793 -6.475
O -7.038 3.916 8.933
H -0.470 -0.909 -1.036
*
```

Atom charges from the Löwdin analysis, given in e for atoms 1 to 2: H 0.086; C -0.152

---

12.
The following is a quantum chemistry calculation of a cluster of 20 separate species, C60H80O60 in total in a non-equilibrium geometry, from the OMol25 dataset.

HOMO-LUMO gap   10.9 eV

```
! wB97M-V def2-TZVPD RIJCOSX def2/J DEFGRID3
* xyz 0 1
H -1.284 14.389 11.573
H -7.794 12.748 18.951
C -9.305 24.373 20.970
O -10.996 14.715 17.111
O -6.034 19.959 17.931
C -9.262 15.285 25.436
C -3.387 14.837 13.497
H -9.683 16.273 25.605
H -0.209 17.821 25.546
H -1.544 18.346 14.942
O -5.541 9.535 26.866
O -7.964 17.770 24.189
H -2.977 17.853 15.925
C -0.874 18.190 17.894
C -10.249 14.171 25.641
H -2.983 12.193 13.045
H -0.370 16.326 15.970
C -6.897 19.693 20.034
C -10.539 20.147 19.276
H 1.388 12.398 25.311
H -2.705 17.180 24.016
O -6.516 16.413 23.118
H 0.406 14.143 19.561
H -10.244 13.060 20.542
O 0.755 16.159 23.969
H -6.336 20.350 25.502
C -6.730 11.966 23.128
H -7.583 20.941 24.292
C -4.855 15.489 20.683
H -6.731 13.071 23.373
O -0.604 12.311 22.861
C -3.944 21.999 20.576
H -11.064 23.475 20.183
O -2.084 12.322 15.568
H -1.090 18.251 21.296
H -0.951 13.555 24.383
H 0.883 16.555 19.853
H -6.884 10.358 28.111
H -3.866 13.424 26.050
O 0.501 15.809 21.730
C -4.566 10.444 26.636
H -10.448 17.198 20.207
O -3.736 17.953 27.606
H -0.061 12.598 18.833
H -11.642 17.748 17.553
C -4.900 10.499 28.919
H -0.807 16.220 20.337
C -2.811 13.006 12.307
H -1.531 15.948 24.572
H -6.916 14.730 15.729
H -6.179 22.739 23.512
C -6.125 11.311 21.029
H -8.320 13.989 20.020
H -3.813 11.720 19.101
H -9.531 17.409 22.781
C -10.852 18.101 18.202
H -5.454 10.223 23.554
H -12.063 17.802 19.879
H -4.919 10.077 16.659
H -7.947 19.459 18.200
C -5.341 18.987 18.584
O -2.488 11.424 17.606
O -6.228 11.127 19.829
O -4.041 15.573 14.200
H -6.630 20.526 20.686
H -2.304 19.507 19.621
O -7.128 11.920 21.777
H -5.643 22.750 25.190
H -4.637 11.935 23.525
H -5.747 11.511 17.467
C -1.325 16.641 16.350
O -3.850 13.943 12.580
H -5.175 11.306 29.590
H -0.925 22.142 19.884
O -5.965 20.007 23.515
C -7.369 16.594 17.864
H -1.861 12.240 20.279
O -2.796 22.560 20.695
C -3.864 16.642 21.061
O 0.863 11.324 21.399
H -6.820 16.887 14.813
C -5.985 9.719 28.195
C -6.256 15.461 16.274
C -2.478 20.577 19.504
C -0.037 18.012 21.277
O -0.250 18.711 18.809
C -0.403 12.657 24.239
H -4.621 14.912 25.443
O -1.973 18.571 26.365
H -1.321 18.792 24.451
H -4.339 17.534 21.485
C -5.384 11.208 23.175
C -4.698 20.436 23.342
O -10.628 19.250 20.255
O -3.965 10.734 25.633
H -7.987 15.801 21.836
H -7.452 11.419 23.684
C -7.313 20.148 18.648
H -3.279 16.888 20.182
O -3.849 20.872 19.790
C -6.439 16.841 15.843
C -4.918 14.491 27.611
C -6.546 20.799 24.535
O -5.820 13.266 25.851
H -9.775 13.179 25.737
C 0.136 16.652 20.677
H -7.085 17.326 21.357
H -5.892 15.740 20.683
C -1.630 13.879 12.451
H -7.716 19.099 20.505
C -5.714 22.118 24.310
O -1.127 14.197 18.187
C -11.017 17.995 19.723
C -10.047 14.669 23.439
C -1.891 18.016 15.921
O -10.923 19.570 18.157
H -9.762 11.572 19.593
C 0.591 16.565 22.836
O -10.728 22.829 22.092
O -3.067 14.104 23.243
H -2.070 15.869 16.155
O -6.229 16.985 25.335
C -1.264 18.034 25.241
C -10.765 23.932 21.120
O -10.883 14.158 24.370
C -2.926 17.670 26.752
C -4.706 14.108 26.175
C -6.662 13.126 26.884
O -10.342 14.776 22.280
O -9.026 21.391 22.812
O -4.615 14.518 21.767
H -8.273 15.166 25.954
O 1.556 12.143 23.283
H -5.633 17.459 16.075
O -2.038 14.858 13.427
H -9.089 25.413 21.406
H -4.174 9.788 29.323
O -7.569 17.242 16.750
H -2.316 20.754 18.412
O -8.949 15.237 24.043
C -6.845 17.029 24.330
H -5.092 15.538 27.756
H -9.838 17.862 17.851
O -1.447 18.937 16.923
H -8.455 18.811 22.563
H -5.223 15.148 16.206
H -0.658 11.751 24.768
O -2.965 15.999 21.965
C -9.441 22.453 22.267
C -0.394 13.534 19.210
O -3.800 19.781 22.794
O -4.917 22.492 20.996
O -5.114 10.977 21.792
O -5.774 18.864 19.893
O -2.910 16.562 25.980
H -1.074 13.491 21.260
C -4.776 11.033 17.149
O -4.276 11.123 27.793
C -2.848 11.979 16.393
C 0.597 11.855 22.423
C -2.103 16.816 24.813
H -4.653 14.968 19.753
O -8.663 23.207 21.546
C -8.645 13.365 19.240
O 0.565 17.879 22.549
H -11.441 24.730 21.452
O -2.464 14.145 19.913
C 1.047 12.866 24.402
C -7.531 16.704 22.150
H 0.515 18.717 20.729
O -7.747 12.580 26.885
H -1.162 21.258 21.352
O -4.159 11.968 16.242
O -4.493 21.573 23.958
O -6.195 13.869 27.918
H -2.939 12.486 11.306
H -4.121 14.039 28.345
C -3.716 10.983 18.275
H -3.567 9.970 18.657
C -3.471 14.827 22.369
O -10.864 12.971 18.519
C -9.920 12.651 19.569
H 1.409 13.940 24.401
O -10.233 21.309 19.486
H -7.676 21.191 18.757
O -3.153 15.128 18.072
C -2.305 14.558 18.621
C -10.393 14.058 17.864
O -4.425 18.446 18.056
C -1.392 13.236 20.246
H -6.289 8.692 28.578
H -9.063 24.424 19.904
O -7.949 16.881 18.878
H -11.103 14.341 26.388
H -0.746 13.385 12.852
O -9.092 14.242 18.109
O -6.638 15.477 17.754
O -1.081 16.890 17.764
C -8.440 17.706 22.820
C -1.698 21.551 20.441
*
```

Atom charges from the Löwdin analysis, given in e for atoms 1 to 2: H 0.127; H 0.109

---

13.
The following is a quantum chemistry calculation of a cluster of 2 separate species, CH5O3Si2 in total in a non-equilibrium geometry, from the OMol25 dataset.

HOMO-LUMO gap   5.4 eV

```
! wB97M-V def2-TZVPD RIJCOSX def2/J DEFGRID3
* xyz -1 1
Si 0.153 1.848 0.916
H 0.701 1.311 2.121
H 1.206 2.534 0.081
O 1.745 -1.648 -1.799
Si -1.579 -0.155 -0.841
H -2.478 -0.035 0.262
O -0.277 0.531 0.150
H -0.982 2.662 1.041
H -0.953 -1.376 -0.584
O 1.173 -3.301 -0.323
C 1.292 -2.370 -1.023
*
```

Atom charges from the natural (NBO) analysis, given in e for atoms 1 to 2: Si 1.310; H -0.247

---

| no. | energy (Ha) |
| --- | --- |
| 1 | -518.4353 |
| 2 | -849.9646 |
| 3 | -1202.4580 |
| 4 | -289.8536 |
| 5 | -378.6764 |
| 6 | -5363.7865 |
| 7 | -1435.9576 |
| 8 | -348.1907 |
| 9 | -3109.4001 |
| 10 | -380.3654 |
| 11 | -3571.3011 |
| 12 | -6848.9037 |
| 13 | -845.8528 |